Record 1
102
Properties=species:S:1:pos:R:3:forces:R:3:mulliken_charge:R:1 method="wB97M-V/def2-TZVPD" e_lumo_ha=-0.01335 max_force_ev_per_a=1.55 homo_lumo_gap_ev=9.41
O -1.8575 -1.5837 0.8794 1.135 0.376 0.065 0.0984
H -2.6695 -1.8759 0.4653 -0.869 0.067 -0.351 0.0511
H -1.5404 -2.3518 1.3544 0.450 -0.057 0.269 0.0738
O 4.9536 -1.9012 -2.9324 0.057 -0.298 -0.244 -0.5898
H 4.2239 -1.3488 -2.6519 -0.216 0.212 0.092 0.2982
H 5.7255 -1.5003 -2.5327 0.118 0.035 0.105 0.3002
O -4.7990 3.7656 -1.1031 -0.369 0.090 0.165 -0.6554
H -4.6463 4.3249 -1.8647 0.125 0.162 -0.215 0.3128
H -4.4166 2.9219 -1.3443 0.328 -0.141 0.010 0.2822
O 0.4856 -3.2655 -0.3691 -0.449 -0.222 -0.195 -0.4863
H 1.1387 -3.7165 -0.9041 0.206 -0.215 -0.212 0.1785
H 0.9713 -2.5603 0.0586 0.540 0.809 0.530 0.1785
O 2.2186 -1.0344 5.2652 -0.008 -0.413 0.329 -0.6309
H 3.0696 -0.6649 5.5007 0.078 0.151 0.198 0.2825
H 1.7572 -0.3168 4.8312 -0.253 0.244 -0.439 0.3408
O -1.7663 -3.7479 -1.6900 -1.042 -0.574 -0.184 -0.7723
H -1.0478 -3.4433 -1.1358 0.882 0.106 0.513 0.3862
H -2.0616 -2.9637 -2.1527 -0.258 0.443 -0.400 0.3901
O -3.1173 -0.1618 2.7348 -0.771 -0.316 0.678 -0.7278
H -3.8109 -0.6598 3.1675 0.012 -0.026 0.605 0.2670
H -2.7248 -0.7815 2.1198 0.743 -0.421 -0.805 0.3347
O 3.4888 4.9530 -0.6890 -0.108 0.891 0.226 -0.6786
H 4.1246 4.2987 -0.3995 0.314 -0.214 0.170 0.3998
H 3.0481 4.5458 -1.4348 -0.327 -0.223 -0.104 0.4146
O -1.5632 1.7708 3.5375 0.934 0.610 0.618 -0.6917
H -2.1200 1.0541 3.2331 -0.424 -0.480 0.108 0.4775
H -2.0398 2.5646 3.2948 -0.203 0.173 -0.233 0.3671
O -4.3598 -2.1739 0.6075 -0.574 0.539 -0.170 -0.6530
H -4.2917 -3.1271 0.6617 0.075 -0.853 -0.208 0.3358
H -4.8243 -1.9208 1.4053 -0.183 0.347 0.126 0.3017
O -2.2987 -1.4475 -3.6271 -0.808 -0.547 -0.191 -0.6445
H -1.4196 -1.0930 -3.4940 0.919 0.466 0.433 0.3262
H -2.1823 -2.1399 -4.2778 -0.097 -0.184 -0.293 0.2594
O 1.2220 -2.9834 -4.7427 0.123 -0.263 -0.123 -0.6246
H 1.0157 -2.2317 -4.1871 -0.042 0.377 0.429 0.3047
H 0.4606 -3.0745 -5.3156 -0.095 -0.090 -0.203 0.2888
O -0.4645 3.8781 -1.1534 0.188 -0.158 -0.627 -0.6827
H -0.3872 4.4641 -0.4005 0.159 0.242 0.499 0.2244
H -0.9238 3.1101 -0.8135 -0.449 -0.331 -0.007 0.2563
O -1.8112 -3.8280 2.4333 0.494 -0.120 0.296 -0.6209
H -2.3091 -3.9982 1.6337 -0.507 -0.594 -0.476 -0.0450
H -2.0594 -4.5373 3.0262 -0.259 -0.296 0.210 0.3906
O -3.9861 0.4220 -2.7161 -0.484 0.428 0.152 -0.5766
H -4.8404 0.1529 -2.3784 -0.393 0.104 0.085 0.2575
H -3.6896 -0.3226 -3.2395 0.567 -0.603 -0.235 0.2645
O -3.4648 -4.6734 0.2660 -0.592 -0.296 0.829 -0.7267
H -4.1817 -5.2335 -0.0316 -0.193 -0.347 0.123 0.2919
H -3.0019 -4.4299 -0.5357 0.987 0.420 -1.124 0.4249
O 0.1803 4.6803 1.4002 0.119 -0.174 -0.019 -0.5350
H 0.4234 5.5955 1.5401 0.281 0.319 0.005 0.2453
H -0.3860 4.4664 2.1418 -0.311 -0.138 0.212 0.2573
O -2.5578 2.3681 -4.5906 -0.001 -0.358 -0.460 -0.6524
H -2.9044 2.0636 -5.4293 -0.063 0.017 -0.257 0.2754
H -2.9124 1.7543 -3.9473 -0.266 -0.148 0.551 0.3135
O 5.2004 3.1008 0.2822 0.075 0.326 0.469 -0.6559
H 5.2157 2.1504 0.1699 -0.006 -0.965 -0.348 0.3147
H 5.7657 3.2624 1.0376 0.182 0.254 0.146 0.3054
O 2.3876 2.6027 2.4430 -0.024 -0.263 0.413 -0.6977
H 1.7475 3.0591 1.8969 -0.261 0.619 -0.335 0.3121
H 3.2021 2.6418 1.9416 0.314 0.052 -0.314 0.3162
O 2.1590 -1.0855 0.7465 -0.617 -0.064 -0.621 -0.2611
H 1.9889 -0.6969 1.6045 -0.339 0.383 0.516 0.1494
H 2.8421 -1.7361 0.9087 0.584 -0.205 -0.278 0.1681
O 3.9199 1.2952 -2.7974 0.257 -0.451 0.119 -0.6628
H 3.6985 1.4263 -3.7193 0.024 -0.063 -0.220 0.2606
H 3.3571 1.9091 -2.3257 -0.571 0.651 0.065 0.3660
O 0.2073 -0.9793 -2.6183 0.136 -0.228 -0.894 -0.3718
H 0.0481 -1.4091 -1.7779 -0.035 -0.173 0.484 0.2890
H 0.5913 -0.1337 -2.3865 -0.020 0.335 0.046 0.0964
O -0.2812 0.3774 -0.1662 0.218 0.258 -0.617 0.1886
H -0.5548 -0.2737 0.4799 -0.203 -0.359 0.396 -0.0674
H 0.6750 0.3336 -0.1610 0.441 0.131 0.353 -0.0434
O 4.1265 -0.9941 3.0313 0.118 -0.129 -0.356 -0.4990
H 4.4684 -0.1726 3.3840 0.083 0.262 -0.056 0.2526
H 4.1511 -1.6015 3.7707 -0.148 -0.185 0.218 0.2567
O 0.6635 0.4225 2.5683 0.273 -1.095 0.123 -0.4771
H -0.1874 0.6974 2.9099 -0.410 0.424 0.207 0.0858
H 1.1924 1.2203 2.5715 0.542 0.496 0.024 0.2767
O 5.1766 0.3770 -0.5051 0.190 -0.033 0.838 -0.5953
H 6.0616 0.2412 -0.8436 0.265 -0.007 -0.059 0.2568
H 4.6619 0.6269 -1.2724 -0.250 0.044 -0.706 0.3715
O -2.3874 -2.3943 4.6661 -0.268 -0.023 0.325 -0.5985
H -1.8461 -2.8211 4.0019 0.069 0.117 -0.325 0.2812
H -1.7589 -2.0084 5.2762 0.083 0.203 0.258 0.3343
O 1.9463 3.4195 -2.3600 1.021 -0.478 -0.614 -0.7424
H 1.0675 3.5435 -2.0015 -1.069 0.162 0.651 0.4034
H 1.9628 3.9625 -3.1481 -0.104 0.102 -0.388 0.3197
O -2.4585 1.6862 -0.8882 -0.516 0.743 0.387 0.1177
H -1.7044 1.2234 -0.5231 0.727 -0.359 0.179 0.1858
H -3.0294 0.9923 -1.2181 -0.189 -0.269 -0.616 0.1583
O -1.4184 4.5895 -3.7263 0.325 0.816 -0.224 -0.6638
H -1.2704 4.2327 -2.8505 0.102 0.028 0.485 0.3348
H -1.8024 3.8643 -4.2192 -0.182 -0.230 -0.117 0.4892
O 3.4266 -3.5154 0.9334 0.217 0.145 -0.115 -0.5773
H 3.2291 -4.4055 0.6420 -0.075 -0.270 -0.060 0.3035
H 3.2869 -3.5363 1.8801 0.074 -0.189 0.369 0.2435
O -3.8504 2.1315 1.7702 -0.455 1.026 0.252 -0.8014
H -3.6353 1.3979 2.3462 -0.293 -0.254 -0.286 0.5127
H -3.5094 1.8726 0.9141 0.267 0.121 -0.521 0.3406
O 1.0156 -4.5793 2.6895 0.563 -0.338 0.214 -0.6702
H 1.1124 -3.6625 2.4319 -0.163 0.281 -0.121 0.2845
H 0.0695 -4.7168 2.7366 -0.168 0.124 -0.204 0.3513



Record 2
102
Properties=species:S:1:pos:R:3:forces:R:3:mulliken_charge:R:1 method="wB97M-V/def2-TZVPD" e_lumo_ha=-0.03938 max_force_ev_per_a=1.21 homo_lumo_gap_ev=8.12
O 10.5944 4.3516 13.3976 0.318 0.401 -0.496 -0.4274
H 10.4380 4.1287 14.3153 -0.424 -0.294 1.029 0.2027
H 9.9312 5.0113 13.1945 -0.777 0.161 0.030 0.3394
O 8.4987 5.7831 17.4070 0.122 -0.462 0.666 -0.7229
H 9.0976 6.5247 17.3201 0.457 0.293 -0.051 0.3548
H 7.8116 5.9527 16.7625 -0.331 -0.119 -0.453 0.4322
O 10.6117 7.2041 8.4572 -0.468 0.336 0.195 -0.5222
H 11.2076 7.7405 7.9343 0.202 0.049 -0.100 0.2186
H 10.6883 6.3262 8.0833 0.336 -0.302 -0.042 0.2364
O 15.3021 5.6943 17.4495 -0.171 0.415 0.658 -0.6500
H 15.0175 4.9193 17.9338 -0.001 -0.219 0.222 0.3071
H 15.3265 5.4107 16.5356 0.233 -0.375 -0.633 0.4362
O 9.9396 3.3463 9.1690 -0.517 0.776 -0.226 -0.6304
H 9.1392 2.8217 9.1503 -0.359 -0.189 -0.050 0.3002
H 9.7069 4.1555 8.7136 0.050 0.172 -0.171 0.2042
O 10.4678 7.4380 16.4294 -0.526 -0.086 0.372 -0.3711
H 10.3247 8.3840 16.4581 -0.052 0.203 0.108 0.1418
H 11.1625 7.3199 15.7816 0.368 0.053 -0.321 0.2465
O 17.6433 6.3674 10.6444 0.294 0.047 -0.051 -0.6001
H 17.4345 7.2768 10.4307 0.005 0.148 -0.093 0.2858
H 16.8356 6.0179 11.0210 -0.336 -0.229 0.058 0.2785
O 11.4915 1.9255 16.7954 0.207 -0.815 0.762 -0.6504
H 12.3179 2.3301 16.5316 -0.417 0.087 -0.228 0.3370
H 10.8627 2.2092 16.1317 0.114 0.298 -0.033 0.3228
O 8.9107 10.8052 11.6573 0.370 0.746 0.164 -0.7644
H 9.5025 10.2681 11.1304 -0.006 -0.507 -0.390 0.2700
H 8.1891 10.2176 11.8816 -0.262 -0.531 0.092 0.3821
O 13.4924 7.7447 18.2310 -0.402 0.547 0.515 -0.6567
H 13.9063 6.9104 18.0098 0.473 -0.435 -0.167 0.3916
H 13.2379 8.1175 17.3869 -0.130 -0.186 -0.021 0.3294
O 13.1275 5.5926 7.4376 -0.678 0.064 -0.359 -0.6180
H 13.2312 5.9992 6.5773 0.127 -0.063 -0.331 0.2937
H 13.5292 6.2127 8.0461 0.263 0.155 0.375 0.2625
O 11.9872 2.3202 12.6400 0.454 -0.505 -0.152 -0.6236
H 12.6178 2.2425 13.3558 0.150 -0.321 0.227 0.2225
H 11.4574 3.0839 12.8687 -0.277 0.446 -0.024 0.4863
O 9.7063 3.7432 15.9499 0.188 -0.442 -1.004 -0.5242
H 9.5204 4.5282 16.4652 -0.420 0.796 0.745 0.2382
H 9.0035 3.1346 16.1776 -0.292 -0.075 0.061 0.2736
O 9.9439 8.0547 11.1198 -0.755 0.894 -0.069 -0.2598
H 10.6680 7.6902 11.6287 0.718 -0.597 0.472 0.1440
H 10.2015 7.9229 10.2074 0.415 -0.376 -0.593 0.3768
O 8.7509 6.3760 13.2386 -0.364 -0.555 0.143 -0.5988
H 8.6858 7.2216 13.6824 0.187 0.453 0.271 0.2587
H 8.4809 6.5562 12.3381 0.097 0.279 -0.611 0.2299
O 6.7071 5.8037 15.3234 -0.395 0.017 0.163 -0.6520
H 7.0113 5.9095 14.4220 0.502 -0.184 -0.362 0.3017
H 6.1306 6.5532 15.4716 -0.307 0.171 0.140 0.3004
O 7.5083 1.9029 12.4032 -0.368 0.053 0.077 -0.6258
H 8.1985 2.4754 12.7378 0.335 0.095 0.146 0.3119
H 7.6556 1.8767 11.4578 0.120 -0.149 -0.172 0.2984
O 7.1956 8.7282 13.0764 0.267 0.317 0.169 -0.4887
H 6.7176 7.9262 12.8652 -0.213 -0.222 -0.403 0.2338
H 6.5226 9.3340 13.3865 -0.286 0.158 0.098 0.2125
O 12.3320 8.2170 14.6189 0.211 -0.633 -0.226 -0.3752
H 13.0771 8.5365 15.1278 0.576 -0.015 0.356 0.2186
H 11.8972 9.0102 14.3060 -0.685 0.527 -0.461 0.1754
O 14.2777 9.3791 16.1375 0.118 0.305 -0.378 -0.5076
H 15.1871 9.0885 16.2069 0.268 -0.393 0.126 0.2150
H 14.1571 9.9697 16.8811 -0.095 0.145 0.439 0.2563
O 13.9502 8.0040 9.0337 -0.076 0.104 -0.678 -0.6444
H 14.1257 8.4645 9.8542 -0.149 0.476 0.812 0.1536
H 13.9397 8.6929 8.3693 0.075 0.090 -0.283 0.2763
O 15.5433 4.7701 14.8714 -0.685 0.358 0.623 -0.6940
H 15.4969 5.5824 14.3672 0.087 0.307 -0.321 0.2180
H 16.0936 4.1913 14.3438 0.519 -0.287 -0.684 0.2956
O 10.7701 10.3493 13.7222 0.599 -0.282 0.856 -0.4988
H 10.8691 11.2517 14.0258 0.047 0.335 0.084 0.2849
H 10.2800 10.4238 12.9034 -0.787 0.077 -0.612 0.2143
O 8.2513 10.0100 15.9459 -0.025 -0.029 0.391 -0.5901
H 7.5239 10.2341 15.3655 -0.103 0.059 -0.060 0.2646
H 9.0099 9.9449 15.3659 0.268 0.014 -0.427 0.3195
O 16.5040 3.3550 12.6876 0.303 0.209 0.450 -0.7054
H 15.8277 3.5227 12.0313 -0.299 0.012 -0.450 0.3430
H 16.2494 2.5235 13.0876 -0.054 -0.497 -0.116 0.3121
O 11.9726 6.5211 12.4632 0.247 0.533 -1.058 -0.5932
H 11.3646 5.9907 12.9782 0.004 -0.786 0.290 0.2240
H 12.4171 7.0710 13.1084 0.231 0.451 0.522 0.1284
O 16.7757 8.1704 13.4107 -0.098 -0.207 0.212 -0.5195
H 17.0140 8.8891 13.9963 0.236 0.137 0.147 0.2557
H 16.4013 8.6011 12.6422 -0.249 -0.004 -0.198 0.2520
O 7.2759 7.5256 10.0515 -0.439 -0.053 0.218 -0.6031
H 7.3409 6.6539 9.6615 -0.052 -0.199 -0.188 0.2987
H 8.1648 7.8773 10.0025 0.284 0.096 0.164 0.2622
O 13.5021 2.7521 15.0881 -0.125 -0.280 -0.195 -0.6973
H 13.9232 3.5414 14.7475 0.358 0.600 -0.020 0.3855
H 13.9542 2.5758 15.9131 0.454 -0.141 0.053 0.2954
O 11.2007 1.3825 10.2486 -0.393 -0.859 -0.478 -0.6721
H 11.2932 1.8130 11.0985 0.482 -0.053 0.505 0.4244
H 10.7221 2.0134 9.7108 0.684 -0.156 0.009 0.4703
O 14.2034 9.4521 11.5589 0.282 -0.604 -0.495 -0.5623
H 14.9250 9.9817 11.2197 0.219 0.385 0.010 0.2763
H 13.5448 10.0907 11.8322 -0.259 0.275 0.391 0.2350
O 14.1686 5.8397 10.6089 0.516 0.196 0.620 -0.2032
H 13.4393 5.9061 11.2252 -0.662 -0.020 0.577 0.2582
H 14.0932 6.6220 10.0625 0.058 -0.110 -0.229 0.4776
O 14.0320 11.2103 14.0689 -0.251 0.611 -0.634 -0.6286
H 14.9224 10.8967 14.2275 0.066 -0.117 0.141 0.2812
H 13.4756 10.6204 14.5775 0.130 -0.150 0.139 0.2753
O 14.3645 3.7399 9.1040 0.436 -0.996 -0.341 -0.6547
H 13.7702 3.9198 8.3756 -0.062 -0.089 -0.139 0.2789
H 14.1779 4.4290 9.7417 -0.046 0.266 0.190 0.4471



Record 3
10
Properties=species:S:1:pos:R:3:forces:R:3:mulliken_charge:R:1 method="wB97M-V/def2-TZVPD" e_lumo_ha=0.13001 charge=-1 max_force_ev_per_a=0.37 homo_lumo_gap_ev=7.95
I -0.7843 -0.0441 -0.2603 0.008 -0.010 0.069 -0.7200
O -0.5835 -1.2260 -3.7082 0.019 0.248 0.062 -0.6509
H -1.4843 -1.5581 -3.6590 0.024 0.023 0.108 0.3073
H -0.4932 -0.6917 -2.8929 -0.020 -0.299 -0.150 0.2321
O -1.2474 1.4242 3.0500 0.191 -0.049 0.141 -0.6403
H -2.0068 0.8397 3.1286 0.033 -0.006 -0.131 0.3133
H -0.7578 1.0547 2.2935 -0.260 0.091 -0.047 0.2446
O 2.7668 -0.1605 0.5859 -0.217 -0.140 0.118 -0.6428
H 1.8117 -0.3495 0.4713 0.313 0.156 -0.120 0.2465
H 2.7787 0.7113 0.9911 -0.091 -0.014 -0.050 0.3103



Record 4
20
Properties=species:S:1:pos:R:3:forces:R:3:mulliken_charge:R:1 method="wB97M-V/def2-TZVPD" e_lumo_ha=0.23128 charge=-3 max_force_ev_per_a=4.57 homo_lumo_gap_ev=2.96
Li 0.4780 -0.8736 0.1574 -0.317 1.448 0.319 0.9183
S -2.0226 1.0608 0.4678 3.425 2.862 0.999 1.0870
O -2.7300 0.0860 -0.3436 -1.410 -2.387 -2.141 -0.9196
O -1.9468 2.3997 -0.1271 -0.503 0.535 -1.761 -0.7770
O -2.7008 1.2654 1.7186 -2.255 -0.658 3.181 -0.7895
O -0.6285 0.6199 0.7585 -0.530 -1.368 -0.414 -0.5847
S 2.5723 1.0417 0.2745 0.144 2.396 2.242 1.1007
O 4.0069 0.8921 0.3704 3.548 -0.823 -0.473 -0.7893
O 2.0217 -0.0474 -0.5164 -1.315 -3.089 -1.938 -0.8621
O 2.0696 0.9938 1.6496 -0.784 -0.508 1.024 -0.7563
O 2.2723 2.3117 -0.3551 -0.389 1.379 -0.983 -0.7259
O -0.1579 1.0935 -2.0589 -0.279 -0.176 -0.459 -0.3507
H -0.5261 1.4860 -2.8504 -0.293 0.261 -0.088 0.1436
H 0.4689 0.4459 -2.3813 0.688 -0.096 0.315 0.2477
O -1.0979 -2.1101 -0.6239 0.942 -1.495 -0.063 -0.5397
H -0.9825 -2.6293 -1.4197 0.182 -0.060 -0.213 0.2368
H -1.8199 -1.5157 -0.8278 -0.988 1.869 0.476 0.3554
O 0.4744 -2.0344 1.7552 0.450 -0.872 0.269 -0.5144
H -0.0776 -2.8157 1.7242 -0.351 -0.003 -0.262 0.2477
H 0.3267 -1.6705 2.6281 0.036 0.783 -0.031 0.2719



Number 1: total energy -2599.02285 Eh. Number 2: total energy -2598.95742 Eh. Number 3: total energy -527.12733 Eh. Number 4: total energy -1635.08676 Eh.